Model 1:
This record from the OMol25 dataset describes a 3-piece molecular cluster, C3H10NO2 overall. The level of theory is ωB97M-V/def2-TZVPD.

As for the charge: +1. For the LUMO energy, the calculation gives -5.4 eV.

XYZ file:
```
16
Properties=species:S:1:pos:R:3:nbo_charge:R:1
O -0.59 -0.81 2.01 -0.930
O 1.39 -2.05 -0.49 -0.985
N -0.86 0.40 -0.18 -0.448
C -0.39 1.81 -0.59 -0.036
C 0.75 2.23 0.03 -0.400
C -0.74 -0.40 -1.24 0.157
H 1.64 -1.98 -1.40 0.484
H -0.64 -0.70 2.90 0.500
H 0.86 3.30 0.41 0.259
H -1.04 2.20 -1.34 0.233
H -0.51 -1.45 -1.13 0.241
H -0.46 -0.15 0.59 0.454
H -1.29 -0.01 -2.16 0.217
H -0.34 -1.71 1.94 0.488
H 1.73 1.65 0.17 0.253
H 1.91 -2.84 -0.07 0.513
```

=====

Model 2:
This record from the OMol25 dataset describes a 2-piece molecular cluster, C3H10NO2 overall. The level of theory is ωB97M-V/def2-TZVPD.

As for the charge: +1. For the LUMO energy, the calculation gives -3.0 eV.

XYZ file:
```
16
Properties=species:S:1:pos:R:3:nbo_charge:R:1
O 1.00 0.94 -0.30 -0.625
O 2.21 -0.61 -1.31 -0.635
N -0.87 -0.22 1.16 -0.515
C -1.47 -1.27 0.27 -0.428
C 1.28 0.32 -1.30 0.669
C -1.66 1.03 1.28 -0.426
H -0.67 -1.87 -0.15 0.234
H -1.87 1.49 0.32 0.239
H -2.11 -0.83 -0.50 0.235
H -0.80 -0.65 2.07 0.432
H 0.76 0.51 -2.25 0.130
H 0.05 0.10 0.77 0.471
H -2.57 0.89 1.82 0.230
H 2.43 -0.88 -2.21 0.514
H -1.12 1.68 1.95 0.240
H -2.14 -1.86 0.89 0.236
```

=====

Name the most stable of them. model 2.

=====

Model 1:
This record from the OMol25 dataset describes a 2-piece molecular cluster, C2H8NO2PS overall. The level of theory is ωB97M-V/def2-TZVPD.

As for the SMILES: COP(N)S.C=O. For the LUMO energy, the calculation gives 0.7 eV.

XYZ file:
```
15
Properties=species:S:1:pos:R:3:nbo_charge:R:1
S -1.27 1.74 -0.56 -0.375
P -0.10 0.18 0.24 1.119
O -1.53 -0.88 0.47 -0.829
O 3.04 0.54 0.27 -0.516
N 0.14 0.76 1.80 -1.148
C -2.28 -1.34 -0.65 -0.251
C 3.25 0.11 -0.82 0.288
H 0.79 1.52 1.71 0.401
H -2.66 -0.53 -1.23 0.182
H 0.61 0.01 2.21 0.380
H -1.55 -1.97 -1.08 0.176
H 4.19 -0.21 -1.29 0.120
H -1.81 2.04 0.66 0.160
H -3.10 -1.89 -0.26 0.190
H 2.28 -0.07 -1.45 0.104
```

=====

Model 2:
This record from the OMol25 dataset describes C2H8NO2PS as an isolated structure. The level of theory is ωB97M-V/def2-TZVPD.

For the LUMO energy, the calculation gives 0.6 eV.

XYZ file:
```
15
Properties=species:S:1:pos:R:3:nbo_charge:R:1
S -0.27 -0.05 0.13 2.251
P -1.25 2.32 -1.02 0.476
O -1.00 -0.89 -0.78 -0.954
O 1.20 0.12 -0.33 -0.708
N -0.87 1.36 0.44 -1.198
C -0.21 -0.79 1.71 -0.916
C 1.58 -1.03 -1.16 -0.306
H -1.01 3.44 -0.24 -0.038
H 0.92 -0.81 2.00 0.252
H 1.01 -1.10 -2.14 0.217
H 2.67 -0.82 -1.43 0.224
H -2.61 2.26 -0.79 -0.049
H -0.44 -1.81 1.84 0.255
H 1.15 -1.91 -0.70 0.208
H -0.88 -0.30 2.46 0.287
```

=====

Name the most stable of them. model 1.

=====

Model 1:
This record from the OMol25 dataset describes a 2-piece molecular cluster, C2H5ClOS overall. The level of theory is ωB97M-V/def2-TZVPD.

For the LUMO energy, the calculation gives -1.0 eV.

XYZ file:
```
10
Properties=species:S:1:pos:R:3:nbo_charge:R:1
Cl -2.42 0.95 0.08 -0.792
S 0.67 -0.54 0.78 0.377
O -1.20 -2.04 -0.28 -0.550
C -0.43 -1.03 -0.38 0.185
C 1.12 1.13 0.18 -0.730
H -0.21 -0.49 -1.36 0.242
H 1.61 1.66 1.15 0.262
H 1.78 1.08 -0.69 0.232
H -1.15 -2.32 0.60 0.498
H 0.23 1.59 -0.08 0.277
```

=====

Model 2:
This record from the OMol25 dataset describes C2H5ClOS in the gas phase. The level of theory is ωB97M-V/def2-TZVPD.

As for the SMILES: O[C@H](S)CCl. For the LUMO energy, the calculation gives 0.7 eV.

XYZ file:
```
10
Properties=species:S:1:pos:R:3:nbo_charge:R:1
Cl 0.50 0.63 2.11 -0.060
S 0.06 1.55 -1.34 -0.076
O 1.27 -0.63 -0.48 -0.691
C -0.05 -0.13 -0.46 0.001
C -0.62 -0.02 0.90 -0.424
H 1.38 -1.07 0.32 0.473
H -1.55 0.46 0.93 0.234
H 0.68 0.93 -2.31 0.131
H -0.76 -1.06 1.31 0.219
H -0.93 -0.67 -0.98 0.193
```

=====

Name the most stable of them. model 2.

=====

Model 1:
This record from the OMol25 dataset describes C3H6O as an isolated structure. The level of theory is ωB97M-V/def2-TZVPD.

For the LUMO energy, the calculation gives 0.7 eV.

XYZ file:
```
10
Properties=species:S:1:pos:R:3:nbo_charge:R:1
O 1.76 -0.59 0.34 -0.720
C 0.52 -0.25 -0.10 0.115
C -0.81 -0.36 0.51 -0.447
C -0.26 0.99 0.01 -0.447
H -1.58 -0.83 -0.09 0.221
H 0.45 -0.67 -1.30 0.085
H 0.04 1.73 0.74 0.233
H 1.44 -0.87 -0.77 0.507
H -0.68 1.39 -0.91 0.221
H -0.88 -0.53 1.58 0.233
```

=====

Model 2:
This record from the OMol25 dataset describes C3H6O in the gas phase. The level of theory is ωB97M-V/def2-TZVPD.

As for the SMILES: C=C(C)O. For the LUMO energy, the calculation gives 0.9 eV.

XYZ file:
```
10
Properties=species:S:1:pos:R:3:nbo_charge:R:1
O 0.91 1.08 0.83 -0.681
C 0.49 0.42 -1.35 -0.509
C -0.75 -0.67 0.54 -0.677
C 0.24 0.28 -0.06 0.314
H -1.74 -0.22 0.58 0.231
H 1.26 1.11 -1.67 0.209
H 0.90 0.68 1.70 0.473
H -0.78 -1.61 -0.01 0.232
H -0.48 -0.99 1.55 0.205
H -0.06 -0.08 -2.12 0.203
```

=====

Model 3:
This record from the OMol25 dataset describes C3H6O in the gas phase. The level of theory is ωB97M-V/def2-TZVPD.

For the LUMO energy, the calculation gives 0.7 eV.

XYZ file:
```
10
Properties=species:S:1:pos:R:3:nbo_charge:R:1
O -0.27 0.68 0.62 -0.547
C 0.45 -0.44 0.68 0.317
C 1.56 -0.25 -0.30 -0.793
C -1.61 0.30 0.34 -0.257
H 1.46 0.68 -0.88 0.208
H -2.12 1.24 0.11 0.197
H -1.58 -0.31 -0.56 0.178
H 2.53 -0.34 0.18 0.247
H -2.07 -0.26 1.15 0.200
H 1.45 -1.12 -0.97 0.251
```

=====

Name the most stable of them. model 2.

=====

Model 1:
This record from the OMol25 dataset describes C3H6O in the gas phase. The level of theory is ωB97M-V/def2-TZVPD.

As for the SMILES: C1COC1. For the LUMO energy, the calculation gives 1.2 eV.

XYZ file:
```
10
Properties=species:S:1:pos:R:3:nbo_charge:R:1
O 0.06 0.99 -0.43 -0.535
C -1.02 0.11 -0.04 -0.054
C 1.03 0.03 0.08 -0.056
C -0.06 -1.02 0.34 -0.459
H -0.05 -1.84 -0.39 0.208
H -1.63 0.50 0.78 0.168
H -1.70 -0.09 -0.90 0.172
H 1.80 -0.19 -0.68 0.177
H -0.14 -1.41 1.35 0.209
H 1.52 0.41 0.99 0.169
```

=====

Model 2:
This record from the OMol25 dataset describes C3H6O in the gas phase. The level of theory is ωB97M-V/def2-TZVPD.

As for the SMILES: C[C@H]1CO1. For the LUMO energy, the calculation gives 1.2 eV.

XYZ file:
```
10
Properties=species:S:1:pos:R:3:nbo_charge:R:1
O 0.88 -0.69 0.96 -0.496
C 0.66 -1.18 -0.35 -0.121
C -0.34 -0.37 0.38 0.062
C -0.48 1.12 -0.11 -0.664
H -1.19 -0.74 0.95 0.188
H 1.20 -0.65 -1.10 0.183
H 0.66 -2.21 -0.27 0.189
H -0.68 1.71 0.77 0.215
H 0.50 1.60 -0.29 0.221
H -1.21 1.41 -0.95 0.222
```

=====

Model 3:
This record from the OMol25 dataset describes C3H6O as an isolated structure. The level of theory is ωB97M-V/def2-TZVPD.

For the LUMO energy, the calculation gives 0.8 eV.

XYZ file:
```
10
Properties=species:S:1:pos:R:3:nbo_charge:R:1
O 1.56 1.37 -0.49 -0.604
C -1.27 0.30 0.24 -0.652
C 0.06 -0.45 0.06 -0.327
C 1.31 0.23 -0.13 0.266
H 2.10 -0.62 -0.18 0.105
H 0.96 -0.90 -0.93 0.284
H -1.42 0.59 1.30 0.238
H -2.13 -0.32 -0.02 0.223
H -1.29 1.22 -0.34 0.240
H 0.12 -1.43 0.52 0.227
```

=====

Name the most stable of them. model 1.

=====

Model 1:
This record from the OMol25 dataset describes C3H6O as an isolated structure. The level of theory is ωB97M-V/def2-TZVPD.

For the LUMO energy, the calculation gives 0.7 eV.

XYZ file:
```
10
Properties=species:S:1:pos:R:3:nbo_charge:R:1
O 1.58 -1.01 0.56 -0.637
C -0.86 -0.53 -0.30 -0.564
C 1.06 -0.07 -0.02 0.325
C 0.16 0.88 0.57 -0.380
H -0.18 1.76 0.03 0.211
H 0.38 1.13 1.63 0.236
H -1.41 -1.00 0.51 0.232
H 1.14 0.16 -1.09 0.109
H -1.44 0.05 -1.00 0.210
H -0.42 -1.37 -0.88 0.256
```

=====

Model 2:
This record from the OMol25 dataset describes C3H6O in the gas phase. The level of theory is ωB97M-V/def2-TZVPD.

As for the SMILES: C[C@H]1CO1. For the LUMO energy, the calculation gives 1.2 eV.

XYZ file:
```
10
Properties=species:S:1:pos:R:3:nbo_charge:R:1
O 0.86 -0.86 0.87 -0.483
C -1.22 0.24 0.13 -0.640
C 1.40 0.11 -0.01 -0.125
C 0.08 -0.46 -0.25 0.058
H -1.70 0.72 -0.73 0.214
H 2.27 -0.22 -0.60 0.188
H -1.08 0.99 0.92 0.216
H 0.01 -1.16 -1.07 0.173
H -1.92 -0.52 0.52 0.222
H 1.25 1.15 0.18 0.176
```

=====

Model 3:
This record from the OMol25 dataset describes a 2-piece molecular cluster, C3H6O overall. The level of theory is ωB97M-V/def2-TZVPD.

For the LUMO energy (spin up / spin down), the calculation gives -0.7 / -0.7 eV.

XYZ file:
```
10
Properties=species:S:1:pos:R:3:nbo_charge:R:1
O 0.15 -1.54 0.13 -0.515
C 1.56 0.35 0.14 -0.722
C 0.96 -0.86 -0.45 0.443
C -2.96 0.14 -0.10 -0.185
H 1.64 0.16 1.14 0.232
H 1.23 -0.86 -1.49 0.099
H 0.84 1.19 0.07 0.245
H -3.31 1.19 0.19 0.085
H 2.51 0.70 -0.44 0.218
H -2.62 -0.46 0.80 0.100
```

=====

Model 4:
This record from the OMol25 dataset describes a 3-piece molecular cluster, C3H6O overall. The level of theory is ωB97M-V/def2-TZVPD.

For the LUMO energy, the calculation gives 0.5 eV.

XYZ file:
```
10
Properties=species:S:1:pos:R:3:nbo_charge:R:1
O -0.41 0.71 1.37 -0.460
C 1.19 -0.57 -0.02 -0.535
C -1.35 0.24 0.38 -0.140
C 0.08 0.30 0.17 0.191
H 0.56 -0.21 -1.48 0.111
H 2.06 -0.19 -0.55 0.222
H 0.25 0.67 -1.27 0.035
H -2.01 1.01 -0.04 0.188
H -1.83 -0.71 0.63 0.186
H 1.45 -1.24 0.81 0.201
```

=====

Name the most stable of them. model 2.

=====

Model 1:
This record from the OMol25 dataset describes C3H6O in the gas phase. The level of theory is ωB97M-V/def2-TZVPD.

As for the SMILES: C[C@H]1CO1. For the LUMO energy, the calculation gives 1.1 eV.

XYZ file:
```
10
Properties=species:S:1:pos:R:3:nbo_charge:R:1
O 0.84 -0.84 0.84 -0.486
C 0.10 -0.37 -0.23 0.091
C 1.64 0.12 0.20 -0.217
C -1.23 0.26 0.17 -0.656
H 0.06 -1.01 -1.11 0.184
H 2.32 -0.32 -0.54 0.170
H -1.75 0.73 -0.67 0.218
H -1.87 -0.54 0.57 0.234
H 0.97 0.96 -0.19 0.237
H -1.09 1.00 0.97 0.227
```

=====

Model 2:
This record from the OMol25 dataset describes a 2-piece molecular cluster, C3H6O overall. The level of theory is ωB97M-V/def2-TZVPD.

For the LUMO energy (spin up / spin down), the calculation gives 0.7 / 0.3 eV.

XYZ file:
```
10
Properties=species:S:1:pos:R:3:nbo_charge:R:1
O -2.06 0.55 -0.16 -0.502
C -1.88 -0.62 0.00 0.356
C 0.86 0.84 0.02 -0.684
C 0.85 -0.67 -0.10 -0.299
H 1.98 1.22 0.00 0.214
H 1.18 -1.19 0.79 0.176
H 0.54 1.05 1.00 0.209
H 0.19 1.29 -0.74 0.230
H -2.65 -1.48 0.26 0.137
H 0.98 -1.00 -1.06 0.162
```

=====

Model 3:
This record from the OMol25 dataset describes C3H6O in the gas phase. The level of theory is ωB97M-V/def2-TZVPD.

As for the SMILES: C[C@H]1CO1. For the LUMO energy, the calculation gives 1.1 eV.

XYZ file:
```
10
Properties=species:S:1:pos:R:3:nbo_charge:R:1
O 1.55 -0.75 0.77 -0.501
C 0.08 -0.58 0.03 0.051
C -1.21 0.24 0.20 -0.652
C 1.30 0.13 -0.26 -0.104
H -1.60 0.26 1.21 0.230
H 1.28 1.16 0.11 0.164
H -2.00 -0.18 -0.45 0.232
H 1.69 0.03 -1.26 0.164
H -0.07 -1.61 -0.24 0.202
H -1.07 1.28 -0.15 0.214
```

=====

Model 4:
This record from the OMol25 dataset describes C3H6O as an isolated structure. The level of theory is ωB97M-V/def2-TZVPD.

For the LUMO energy, the calculation gives 0.2 eV.

XYZ file:
```
10
Properties=species:S:1:pos:R:3:nbo_charge:R:1
O 0.80 1.60 0.09 -0.613
C -1.19 0.26 0.29 -0.681
C 1.16 -0.69 -0.19 -0.472
C 0.26 0.47 -0.15 0.350
H -1.22 0.20 1.38 0.242
H 0.94 -1.54 0.45 0.236
H -1.79 1.10 -0.03 0.240
H 0.42 -0.30 -1.35 0.252
H 2.20 -0.43 -0.36 0.238
H -1.58 -0.66 -0.14 0.207
```

=====

Name the most stable of them. model 3.

=====

Model 1:
This record from the OMol25 dataset describes C6H6O in the gas phase. The level of theory is ωB97M-V/def2-TZVPD.

For the LUMO energy, the calculation gives -0.6 eV.

XYZ file:
```
13
Properties=species:S:1:pos:R:3:nbo_charge:R:1
O -0.24 -1.15 1.95 -0.681
C 1.54 -0.07 0.74 -0.117
C -0.98 1.37 -1.40 -0.033
C 1.29 0.99 0.01 -0.357
C 0.51 -1.07 0.79 0.107
C -0.06 0.86 -0.70 -0.090
C -0.64 -0.52 -0.57 -0.449
H 1.87 1.89 -0.16 0.231
H -1.62 -0.65 -0.12 0.238
H 0.75 -2.09 0.47 0.205
H -0.22 -0.27 2.35 0.477
H -1.74 1.90 -1.94 0.248
H -0.48 -1.17 -1.44 0.221
```

=====

Model 2:
This record from the OMol25 dataset describes C6H6O in the gas phase. The level of theory is ωB97M-V/def2-TZVPD.

As for the SMILES: C#CCC(O)=C=C. For the LUMO energy, the calculation gives 0.7 eV.

XYZ file:
```
13
Properties=species:S:1:pos:R:3:nbo_charge:R:1
O -0.52 1.64 -0.20 -0.634
C -0.23 -0.66 -0.75 -0.556
C 1.79 -0.31 -2.44 -0.208
C 0.85 -0.53 -1.72 -0.015
C -0.10 0.46 0.23 0.489
C -0.67 -0.16 2.27 -0.431
C 0.33 0.28 1.50 -0.243
H -1.22 -0.59 -1.23 0.259
H 2.63 -0.12 -3.06 0.239
H -0.37 2.27 0.52 0.502
H -1.62 -0.34 1.76 0.146
H -0.18 -1.62 -0.22 0.263
H -0.68 -0.32 3.34 0.189
```

=====

Model 3:
This record from the OMol25 dataset describes C6H6O as an isolated structure. The level of theory is ωB97M-V/def2-TZVPD.

For the LUMO energy, the calculation gives 1.0 eV.

XYZ file:
```
13
Properties=species:S:1:pos:R:3:nbo_charge:R:1
O 0.53 0.49 -1.92 -0.517
C -0.11 0.14 1.52 -0.037
C -0.11 -1.35 -0.58 -0.413
C 1.01 -0.47 -1.00 0.075
C -0.35 1.06 -0.94 -0.041
C -0.11 -0.03 0.09 -0.169
C -0.26 0.27 2.71 -0.217
H -1.39 1.14 -1.25 0.176
H 0.06 2.03 -0.65 0.191
H 0.17 -2.20 0.03 0.243
H -0.92 -1.50 -1.28 0.237
H 1.72 -0.14 -0.26 0.232
H -0.40 0.39 3.77 0.239
```

=====

Name the most stable of them. model 2.